[1]
{
  "formula": "C38H28BrF4HgO5P2S2",
  "method": "ωB97M-V with the def2-TZVPD basis set",
  "charge": -2,
  "homo_energy_ev": [-2.978, -3.018],
  "orbital_gap_ha": [0.2582, 0.2028],
  "multiplicity": 2,
  "elements": ["Hg", "O", "C", "O", "C", "C", "C", "C", "C", "O", "C", "C", "O", "O", "H", "H", "H", "H", "H", "H", "H", "H", "F", "C", "C", "F", "C", "F", "C", "P", "C", "C", "C", "C", "C", "C", "C", "C", "C", "C", "C", "C", "C", "Br", "C", "F", "H", "H", "H", "H", "H", "H", "H", "H", "H", "H", "S", "P", "S", "C", "C", "C", "C", "C", "C", "C", "C", "C", "C", "C", "C", "H", "H", "H", "H", "H", "H", "H", "H", "H", "H"],
  "coordinates": [[1.3546, -0.9867, 1.7432], [-1.2521, -0.3926, 5.7868], [-0.8733, -0.3668, 4.6177], [0.1779, -0.8775, 4.1797], [-1.7731, 0.4767, 3.6440], [-0.9792, 1.5294, 2.8408], [-1.9402, 2.6705, 2.4559], [-2.8209, 1.9469, 1.4204], [-2.0901, 0.5884, 1.3041], [-0.7494, 0.9293, 1.5812], [-2.4874, -0.2846, 2.5015], [-2.0914, -1.7760, 2.3883], [-2.4984, -2.5515, 3.2289], [-1.3976, -2.1353, 1.3612], [-2.5033, 0.9628, 4.2991], [-0.0303, 1.8414, 3.2766], [-2.4991, 3.0667, 3.3021], [-1.3773, 3.4776, 1.9838], [-3.8486, 1.8216, 1.7542], [-2.8342, 2.4695, 0.4644], [-2.1736, 0.1019, 0.3326], [-3.5702, -0.3030, 2.6568], [-0.4702, -2.7283, -6.7109], [-0.6645, -2.6702, -5.3752], [-1.7139, -3.3623, -4.7930], [-2.5294, -4.1046, -5.5761], [-1.9196, -3.2792, -3.4213], [-2.9611, -3.9858, -2.9383], [-1.1103, -2.5304, -2.5764], [-1.2804, -2.1882, -0.5865], [-0.6816, -3.9263, -0.4108], [0.6821, -4.1002, -0.2058], [1.2325, -5.3653, -0.1087], [0.4199, -6.4820, -0.2100], [-0.9406, -6.3188, -0.4101], [-1.4886, -5.0532, -0.5225], [-3.1100, -2.3338, -0.6569], [-3.8710, -3.0956, 0.2244], [-5.2520, -3.1024, 0.1220], [-5.8902, -2.3364, -0.8391], [-5.1418, -1.5284, -1.6792], [-3.7648, -1.5222, -1.5779], [-0.0493, -1.8697, -3.1939], [1.1672, -0.8460, -2.1535], [0.1765, -1.9235, -4.5648], [1.1879, -1.2519, -5.1459], [1.3191, -3.2272, -0.1066], [2.2971, -5.4858, 0.0451], [0.8404, -7.4755, -0.1264], [-1.5832, -7.1868, -0.4875], [-2.5477, -4.9516, -0.7009], [-3.3873, -3.6624, 1.0051], [-5.8395, -3.7111, 0.7956], [-6.9683, -2.3522, -0.9270], [-5.6332, -0.9043, -2.4142], [-3.1733, -0.8792, -2.2187], [5.9697, 1.9534, 1.5552], [4.3480, 2.4898, 0.5969], [3.0270, 1.0948, -0.0027], [3.4821, 3.8307, 1.5237], [4.1323, 4.4592, 2.5746], [3.5003, 5.4708, 3.2735], [2.2151, 5.8542, 2.9299], [1.5579, 5.2123, 1.8927], [2.1863, 4.1999, 1.1911], [4.7716, 3.3208, -0.9952], [3.8506, 3.4067, -2.0317], [4.2367, 3.9245, -3.2539], [5.5398, 4.3559, -3.4500], [6.4570, 4.2706, -2.4163], [6.0746, 3.7518, -1.1930], [5.1306, 4.1372, 2.8386], [4.0134, 5.9604, 4.0900], [1.7214, 6.6459, 3.4785], [0.5494, 5.5036, 1.6329], [1.6728, 3.6775, 0.3980], [2.8455, 3.0375, -1.8895], [3.5212, 3.9759, -4.0631], [5.8416, 4.7500, -4.4122], [7.4784, 4.5962, -2.5646], [6.7827, 3.6525, -0.3811]],
  "forces_ev_per_a": [[-0.6, 0.6, 0.5], [-0.2, 0.0, 0.6], [-1.2, 1.0, -0.1], [1.5, -0.6, -1.4], [0.4, -0.2, 0.6], [-0.1, 0.5, 0.7], [0.2, 0.0, 0.0], [0.0, -0.1, -0.2], [-0.9, -0.4, -0.3], [0.7, -0.3, -0.4], [0.1, -0.4, -0.2], [-0.5, 0.4, 0.2], [-0.2, -0.1, 0.3], [0.7, -0.1, 0.4], [0.1, 0.0, -0.1], [-0.1, -0.1, 0.0], [0.0, 0.0, 0.1], [0.0, 0.1, 0.1], [-0.1, 0.0, 0.0], [0.0, 0.0, 0.0], [0.1, 0.1, 0.1], [0.1, 0.1, 0.0], [0.0, 0.0, 0.3], [0.0, 0.0, 0.0], [-0.1, -0.1, 0.0], [0.2, 0.2, 0.2], [0.3, 0.1, -0.1], [0.0, -0.1, -0.1], [-0.1, 0.2, -0.2], [-0.1, -0.4, -0.9], [-0.1, 0.2, 0.1], [0.1, 0.1, 0.1], [0.1, -0.1, 0.0], [0.1, -0.1, 0.0], [-0.1, -0.1, -0.1], [0.0, -0.1, 0.1], [0.1, 0.2, 0.1], [0.0, 0.1, 0.0], [-0.2, -0.1, 0.0], [-0.1, 0.0, 0.0], [-0.1, 0.1, -0.1], [0.0, 0.1, 0.1], [-0.1, 0.0, -0.1], [0.3, 0.2, -0.4], [0.0, 0.0, 0.0], [-0.1, -0.1, 0.0], [0.0, 0.0, 0.0], [0.0, 0.0, 0.0], [0.0, 0.0, 0.0], [0.0, 0.0, 0.0], [0.0, 0.0, 0.0], [0.1, -0.1, 0.1], [0.0, 0.0, 0.1], [-0.1, 0.0, 0.0], [0.0, 0.0, 0.0], [0.0, 0.0, -0.1], [0.3, -0.1, 0.2], [-0.4, -0.1, -0.2], [-0.3, -0.3, 0.4], [0.2, -0.5, -0.1], [0.1, 0.0, 0.0], [0.0, 0.2, 0.1], [0.0, 0.1, 0.1], [-0.1, 0.1, 0.0], [0.0, 0.0, 0.0], [0.1, -0.2, 0.3], [0.0, 0.1, 0.0], [0.0, 0.1, -0.1], [0.0, 0.1, -0.1], [0.1, 0.1, -0.1], [0.0, 0.1, 0.1], [0.0, 0.0, 0.0], [0.0, 0.0, 0.1], [0.0, 0.0, 0.0], [-0.1, 0.0, 0.0], [-0.1, -0.1, -0.1], [0.0, -0.1, 0.0], [0.0, 0.0, -0.1], [0.0, 0.0, 0.0], [0.1, 0.0, 0.0], [0.0, 0.0, 0.0]],
  "lowdin_charge": [0.910, -0.016, -0.693, -0.120, -0.109, -0.277, -0.109, -0.099, -0.284, -0.142, -0.101, -0.602, 0.073, -0.285, 0.139, 0.159, 0.108, 0.096, 0.107, 0.104, 0.112, 0.151, 0.085, -0.147, -0.138, 0.083, -0.218, 0.077, -0.256, 1.012, -0.313, -0.114, -0.093, -0.115, -0.093, -0.084, -0.340, -0.087, -0.080, -0.111, -0.099, -0.116, -0.586, 0.735, -0.269, 0.049, 0.039, 0.097, 0.088, 0.094, 0.087, 0.106, 0.098, 0.088, 0.093, 0.109, 0.148, -0.008, 0.075, -0.361, -0.121, -0.101, -0.108, -0.098, -0.102, -0.374, -0.123, -0.097, -0.114, -0.106, -0.123, 0.048, 0.093, 0.092, 0.093, 0.083, 0.065, 0.096, 0.090, 0.092, 0.053]
}

---

[2]
{
  "formula": "C38H28CdF3N7O",
  "method": "ωB97M-V with the def2-TZVPD basis set",
  "homo_energy_ev": -6.638,
  "orbital_gap_ha": 0.2403,
  "multiplicity": 1,
  "elements": ["Cd", "C", "C", "N", "C", "C", "C", "C", "C", "C", "C", "N", "C", "C", "C", "C", "C", "C", "C", "C", "N", "C", "H", "H", "H", "H", "H", "H", "H", "H", "H", "H", "H", "H", "C", "C", "N", "N", "C", "O", "C", "C", "C", "C", "C", "C", "C", "C", "C", "C", "C", "N", "H", "H", "H", "H", "H", "H", "H", "H", "H", "H", "H", "H", "F", "C", "F", "F", "C", "C", "C", "N", "C", "C", "H", "H", "H", "H"],
  "coordinates": [[0.0620, -0.5576, 0.3830], [-0.1698, -0.8292, -4.1482], [-0.4693, -0.7361, -2.7815], [0.4485, -0.5268, -1.8710], [1.7588, -0.4100, -2.2158], [2.1456, -0.4804, -3.5725], [1.1311, -0.6906, -4.5328], [3.5093, -0.3745, -3.9340], [4.4316, -0.2432, -2.9430], [4.0706, -0.1794, -1.5808], [2.7498, -0.2451, -1.1522], [2.2731, -0.2406, 0.1291], [3.0093, -0.2532, 1.2835], [4.2839, 0.2536, 1.4915], [4.9764, 0.0835, 2.7104], [4.4251, -0.5716, 3.7684], [3.0849, -1.0172, 3.6620], [2.4081, -1.6418, 4.7324], [1.0954, -1.9950, 4.6116], [0.4354, -1.6939, 3.4111], [1.0428, -1.1351, 2.3937], [2.3644, -0.8201, 2.4645], [-0.9604, -1.0126, -4.8636], [-1.4936, -0.8230, -2.4304], [1.4128, -0.7549, -5.5779], [3.7947, -0.4202, -4.9774], [5.4833, -0.1852, -3.1981], [4.8671, -0.1240, -0.8634], [4.7614, 0.8296, 0.7187], [5.9806, 0.4815, 2.7935], [4.9735, -0.7327, 4.6888], [2.9497, -1.8284, 5.6527], [0.5589, -2.4748, 5.4190], [-0.6215, -1.9095, 3.2841], [-4.3832, -0.1820, 1.5458], [-2.9141, 0.0029, 1.3361], [-2.1864, -0.8264, 0.6843], [-2.7496, -1.9109, 0.0975], [-1.8167, -2.8096, -0.2596], [-0.5908, -2.7738, 0.0095], [-2.3377, -3.9934, -1.0167], [-1.4174, -4.8902, -1.5478], [-1.8494, -5.9878, -2.2791], [-3.2079, -6.2009, -2.4756], [-4.1318, -5.3096, -1.9414], [-3.6994, -4.2087, -1.2161], [-2.2160, 1.1881, 1.9126], [-2.8982, 2.1202, 2.6885], [-2.2101, 3.2042, 3.2110], [-0.8568, 3.3400, 2.9529], [-0.2511, 2.3703, 2.1709], [-0.9085, 1.3333, 1.6653], [-4.7079, -1.0703, 1.0152], [-4.6150, -0.2993, 2.6082], [-4.9434, 0.6817, 1.1782], [-0.3638, -4.7103, -1.3792], [-1.1257, -6.6793, -2.6934], [-3.5462, -7.0604, -3.0419], [-5.1924, -5.4742, -2.0907], [-4.4077, -3.5054, -0.7991], [-3.9547, 1.9964, 2.8820], [-2.7282, 3.9359, 3.8186], [-0.2840, 4.1713, 3.3397], [0.8057, 2.4272, 1.9277], [-0.2248, 7.0581, -0.0304], [-0.2104, 6.5619, -1.2794], [-1.2401, 7.1209, -1.9316], [0.9153, 6.9871, -1.8622], [-0.3172, 5.0612, -1.2663], [0.7733, 4.2631, -1.5557], [0.6075, 2.8849, -1.4949], [-0.5426, 2.3042, -1.1659], [-1.5839, 3.0906, -0.8905], [-1.5261, 4.4718, -0.9302], [1.7283, 4.6936, -1.8211], [1.4404, 2.2215, -1.7115], [-2.5068, 2.5884, -0.6154], [-2.3980, 5.0727, -0.7037]],
  "forces_ev_per_a": [[0.0, 0.0, 0.0], [-0.1, 0.0, 0.0], [0.0, 0.1, 0.0], [0.3, -0.1, -0.2], [-0.1, 0.0, 0.1], [0.0, 0.0, 0.0], [0.1, 0.0, 0.0], [0.0, 0.0, -0.1], [0.1, 0.0, 0.1], [0.0, -0.1, -0.1], [-0.1, 0.0, 0.1], [0.0, 0.0, 0.0], [-0.1, 0.0, -0.1], [0.0, 0.0, 0.1], [0.0, 0.1, -0.1], [0.0, 0.0, 0.1], [0.0, 0.0, 0.0], [0.1, 0.0, 0.0], [0.0, 0.0, 0.1], [0.0, 0.1, -0.1], [0.4, -0.2, 0.1], [-0.1, 0.1, -0.1], [0.0, 0.0, 0.0], [0.0, 0.0, 0.0], [0.0, 0.0, 0.0], [0.0, 0.0, 0.0], [0.0, 0.0, 0.0], [0.1, 0.0, 0.0], [0.1, 0.0, -0.1], [0.0, 0.0, 0.0], [0.0, 0.0, 0.0], [0.0, 0.0, 0.0], [0.0, 0.0, 0.0], [0.0, 0.0, 0.0], [-0.1, 0.1, 0.1], [0.1, 0.1, 0.0], [-0.1, -0.1, -0.1], [0.1, 0.1, 0.0], [0.0, -0.2, 0.3], [-0.2, 0.2, -0.1], [0.0, 0.1, 0.0], [0.0, -0.1, -0.1], [0.0, 0.0, 0.0], [0.0, 0.0, 0.0], [0.0, 0.0, 0.0], [0.0, 0.0, 0.0], [0.0, -0.1, -0.1], [-0.1, 0.1, 0.1], [-0.1, 0.0, 0.0], [0.0, 0.0, 0.0], [0.0, -0.1, -0.1], [0.1, -0.1, 0.1], [0.0, 0.0, 0.0], [0.0, 0.0, 0.0], [0.0, 0.0, 0.0], [0.0, 0.0, 0.0], [0.0, 0.0, 0.0], [0.0, 0.0, 0.0], [0.0, 0.0, 0.0], [0.0, 0.0, 0.0], [0.0, 0.0, 0.0], [0.0, 0.0, 0.0], [0.0, 0.0, 0.0], [0.0, 0.0, 0.0], [0.0, 0.1, 0.1], [0.0, -0.1, 0.0], [-0.1, 0.1, -0.1], [0.1, 0.0, -0.1], [0.0, 0.0, 0.0], [0.0, 0.0, 0.0], [-0.1, -0.1, 0.0], [-0.1, 0.1, 0.0], [0.1, -0.1, 0.0], [-0.1, 0.0, 0.0], [0.0, 0.0, 0.0], [-0.1, 0.0, 0.0], [0.0, 0.0, 0.0], [0.0, 0.0, 0.0]],
  "lowdin_charge": [1.386, -0.046, -0.140, 0.011, -0.174, -0.166, -0.011, -0.068, -0.090, -0.030, -0.242, -0.026, -0.236, -0.037, -0.086, -0.064, -0.164, -0.012, -0.053, -0.137, 0.019, -0.154, 0.105, 0.107, 0.117, 0.105, 0.103, 0.074, 0.088, 0.103, 0.106, 0.117, 0.104, 0.108, -0.033, -0.292, -0.047, 0.036, -0.503, -0.120, -0.155, -0.028, -0.084, -0.097, -0.089, -0.038, -0.248, -0.017, -0.055, -0.055, -0.139, 0.033, 0.060, 0.087, 0.083, 0.112, 0.100, 0.098, 0.098, 0.099, 0.105, 0.110, 0.106, 0.114, 0.147, -0.596, 0.147, 0.146, -0.116, 0.019, -0.109, 0.069, -0.133, 0.008, 0.122, 0.102, 0.109, 0.126]
}

---

[3]
{
  "formula": "C38H28CdF3N7O",
  "method": "ωB97M-V with the def2-TZVPD basis set",
  "homo_energy_ev": -6.627,
  "orbital_gap_ha": 0.2445,
  "multiplicity": 1,
  "elements": ["Cd", "C", "C", "N", "C", "C", "C", "C", "C", "C", "C", "N", "C", "C", "C", "C", "C", "C", "C", "C", "N", "C", "H", "H", "H", "H", "H", "H", "H", "H", "H", "H", "H", "H", "C", "C", "N", "N", "C", "O", "C", "C", "C", "C", "C", "C", "C", "C", "C", "C", "C", "N", "H", "H", "H", "H", "H", "H", "H", "H", "H", "H", "H", "H", "F", "C", "F", "F", "C", "C", "C", "N", "C", "C", "H", "H", "H", "H"],
  "coordinates": [[0.2737, 0.2371, -0.3179], [1.2240, 3.6219, 2.5765], [0.7444, 2.9087, 1.4694], [1.2243, 1.7379, 1.1204], [2.2355, 1.1744, 1.8273], [2.7775, 1.8228, 2.9663], [2.2286, 3.0736, 3.3244], [3.8425, 1.2299, 3.6759], [4.3730, 0.0558, 3.2151], [3.8788, -0.5855, 2.0713], [2.8002, -0.0788, 1.3455], [2.2479, -0.5652, 0.2121], [2.7336, -1.5019, -0.6453], [3.5449, -2.5999, -0.3805], [4.0283, -3.4281, -1.4068], [3.7230, -3.2046, -2.7205], [2.8526, -2.1430, -3.0535], [2.4629, -1.8524, -4.3790], [1.6097, -0.8130, -4.6275], [1.1132, -0.0724, -3.5423], [1.4531, -0.3203, -2.3002], [2.3292, -1.3178, -2.0289], [0.7970, 4.5840, 2.8243], [-0.0532, 3.3074, 0.8516], [2.6282, 3.5939, 4.1866], [4.2366, 1.7177, 4.5585], [5.2003, -0.3998, 3.7460], [4.3747, -1.4851, 1.7455], [3.8049, -2.8547, 0.6357], [4.6734, -4.2589, -1.1472], [4.1376, -3.8180, -3.5109], [2.8479, -2.4609, -5.1889], [1.2997, -0.5673, -5.6341], [0.4128, 0.7420, -3.6861], [-4.0861, -0.2097, 1.2722], [-2.5914, -0.2429, 1.1373], [-1.9700, 0.4024, 0.2160], [-2.7194, 1.1478, -0.6379], [-1.9923, 1.7634, -1.5708], [-0.7456, 1.7016, -1.7474], [-2.8052, 2.5961, -2.5096], [-2.5407, 2.5523, -3.8739], [-3.2644, 3.3436, -4.7525], [-4.2410, 4.2016, -4.2672], [-4.5062, 4.2499, -2.9058], [-3.7985, 3.4417, -2.0290], [-1.7761, -1.0198, 2.0879], [-2.3233, -1.5220, 3.2704], [-1.5192, -2.2307, 4.1455], [-0.1857, -2.4271, 3.8248], [0.2808, -1.8892, 2.6349], [-0.4829, -1.2112, 1.7892], [-4.5174, 0.0342, 0.3051], [-4.3925, 0.5677, 1.9768], [-4.4701, -1.1687, 1.6172], [-1.7651, 1.8896, -4.2389], [-3.0612, 3.2997, -5.8150], [-4.7953, 4.8343, -4.9489], [-5.2659, 4.9218, -2.5267], [-4.0118, 3.4567, -0.9683], [-3.3625, -1.3457, 3.5084], [-1.9302, -2.6175, 5.0690], [0.4758, -2.9738, 4.4821], [1.3211, -2.0014, 2.3478], [-3.3820, -5.5119, -3.5591], [-3.3487, -5.3246, -2.2255], [-4.6170, -5.1091, -1.8264], [-2.9394, -6.4746, -1.6671], [-2.4608, -4.1668, -1.8656], [-1.3319, -4.3360, -1.0837], [-0.5610, -3.2167, -0.8071], [-0.8554, -2.0030, -1.2602], [-1.9394, -1.8542, -2.0184], [-2.7795, -2.9046, -2.3458], [-1.0609, -5.3103, -0.7033], [0.3337, -3.2938, -0.1986], [-2.1510, -0.8518, -2.3704], [-3.6594, -2.7489, -2.9551]],
  "forces_ev_per_a": [[-0.4, -0.2, -0.3], [0.1, 0.1, 0.1], [0.0, -0.1, 0.0], [0.1, 0.3, 0.4], [0.2, 0.1, 0.2], [-0.2, -0.1, -0.2], [-0.1, 0.0, -0.1], [0.2, -0.2, 0.1], [0.0, 0.2, 0.2], [-0.1, -0.1, -0.2], [0.2, -0.1, 0.0], [0.1, -0.2, 0.2], [0.2, -0.1, 0.0], [-0.1, 0.2, 0.2], [0.0, -0.1, -0.4], [0.1, -0.1, 0.1], [-0.2, 0.2, 0.2], [-0.1, 0.1, 0.0], [0.1, -0.1, -0.1], [0.0, 0.0, 0.1], [0.2, -0.1, -0.4], [0.2, -0.2, -0.2], [0.0, 0.0, 0.0], [0.0, 0.0, 0.0], [0.0, 0.0, 0.0], [0.0, 0.0, 0.0], [0.0, 0.0, 0.0], [0.0, 0.0, 0.0], [0.0, 0.0, 0.0], [0.0, 0.0, 0.0], [0.0, 0.0, 0.0], [0.0, 0.0, 0.0], [0.0, 0.0, 0.0], [0.0, 0.0, 0.0], [0.1, 0.0, 0.0], [-0.2, 0.3, -0.3], [0.0, 0.0, 0.2], [-0.2, 0.3, -0.1], [-0.2, -0.2, 0.2], [-0.1, 0.0, -0.1], [0.1, 0.1, 0.0], [0.1, 0.0, 0.0], [0.0, 0.0, 0.0], [0.0, 0.0, 0.0], [0.0, 0.0, 0.0], [-0.1, 0.0, 0.0], [0.3, -0.3, 0.3], [-0.1, 0.1, -0.1], [0.1, 0.0, 0.0], [-0.1, 0.0, 0.1], [0.1, 0.0, 0.0], [-0.1, 0.1, 0.0], [0.0, 0.0, 0.0], [0.0, 0.0, 0.0], [0.0, 0.0, 0.0], [0.0, 0.0, 0.0], [0.0, 0.0, 0.0], [0.0, 0.0, 0.0], [0.0, 0.0, 0.0], [0.0, 0.0, 0.0], [0.0, 0.0, 0.0], [0.0, 0.0, 0.0], [0.0, 0.0, 0.0], [0.0, 0.0, 0.0], [0.0, 0.0, 0.1], [0.0, -0.1, 0.0], [0.1, 0.0, 0.0], [-0.1, 0.1, -0.1], [0.1, 0.1, 0.0], [-0.1, -0.1, -0.1], [0.1, 0.0, 0.0], [0.0, 0.0, 0.0], [-0.1, -0.1, -0.1], [0.0, -0.1, 0.0], [0.0, 0.0, 0.0], [0.0, 0.0, 0.0], [0.0, 0.0, 0.0], [0.0, 0.1, 0.0]],
  "lowdin_charge": [1.399, -0.054, -0.132, 0.021, -0.160, -0.165, -0.011, -0.068, -0.091, -0.034, -0.262, -0.044, -0.247, -0.037, -0.090, -0.062, -0.164, -0.012, -0.049, -0.135, 0.029, -0.173, 0.103, 0.108, 0.117, 0.104, 0.103, 0.074, 0.084, 0.103, 0.106, 0.116, 0.102, 0.088, -0.034, -0.288, -0.041, 0.036, -0.508, -0.131, -0.159, -0.032, -0.085, -0.096, -0.085, -0.035, -0.230, -0.014, -0.059, -0.051, -0.131, 0.070, 0.066, 0.092, 0.074, 0.102, 0.100, 0.099, 0.100, 0.107, 0.105, 0.109, 0.105, 0.097, 0.146, -0.582, 0.145, 0.140, -0.111, 0.022, -0.114, 0.038, -0.112, 0.022, 0.121, 0.106, 0.102, 0.129]
}

---

What did we get for energy relative to the best compared isomer or geometry (same formula, charge and spin)? Answer: 0.326, 0.047, 0.000 eV, in the order shown.